DFT (ωB97M-V/def2-TZVPD) results for a cluster of 9 separate species, H18O9 in total.

Each line ends with the natural charge from an NBO analysis.
Element x y z (Å)
O1 -3.397135 0.950016 -1.428053  -0.94
H1 -3.312186 0.305602 -0.713446  0.47
H2 -4.309346 1.204127 -1.235555  0.47
O2 -2.043652 -2.263701 -0.597265  -0.95
H3 -1.564790 -2.667565 0.063991  0.49
H4 -2.285495 -2.877882 -1.289680  0.48
O3 -0.228102 0.349146 0.443987  -0.98
H5 -0.346473 0.114163 -0.477797  0.51
H6 0.579668 0.073315 0.763787  0.50
O4 -0.504920 -0.560557 -2.269843  -0.99
H7 -0.725139 -0.517031 -3.255539  0.49
H8 -1.270404 -1.004517 -1.911080  0.50
O5 3.482020 1.433291 0.811650  -0.97
H9 3.281608 0.519021 1.064390  0.48
H10 2.759876 1.960933 1.049678  0.48
O6 2.287149 -1.074887 1.384721  -0.96
H11 2.456311 -1.559378 2.180831  0.48
H12 2.779255 -1.508965 0.710420  0.49
O7 2.195703 0.179007 -1.657665  -0.96
H13 1.426191 -0.176664 -2.090580  0.48
H14 1.881716 1.034191 -1.300388  0.48
O8 0.670575 2.817932 1.333975  -0.98
H15 0.656603 3.630644 0.801706  0.47
H16 0.005757 2.223512 0.984465  0.50
O9 -1.840039 -0.791280 2.301663  -0.97
H17 -1.336230 -1.449257 2.685638  0.45
H18 -1.298520 -0.343218 1.645991  0.49

Cartesian forces (eV/Å) of the 6 atoms listed first:
O -0.612 -0.328 0.578
H 0.659 -0.226 -0.021
H 0.009 0.443 -0.499
O -1.865 2.113 -2.447
H 1.549 -1.565 2.122
H 0.088 -0.517 0.210

## Properties
Gap between HOMO and LUMO, eV: 10.38
Energy relative to the best compared isomer or geometry (same formula, charge and spin), kJ/mol: 214.02
HOMO energy, hartree: -0.3813
LUMO level, eV: -0.001

***

DFT (ωB97M-V/def2-TZVPD) results for a cluster of 9 separate species, H18O9 in total.

Each line ends with the natural charge from an NBO analysis.
Element x y z (Å)
O1 -0.197737 -0.779672 3.557917  -0.96
H1 -0.232934 -0.267185 2.675269  0.49
H2 -0.523698 -1.664613 3.307722  0.46
O2 -1.368765 -1.253339 -1.011450  -0.95
H3 -1.561765 -2.101482 -0.602983  0.49
H4 -2.157512 -1.131731 -1.566808  0.51
O3 2.626348 -1.072307 2.445149  -0.90
H5 1.782192 -0.837479 2.274799  0.46
H6 2.514910 -1.552154 1.652118  0.44
O4 2.223682 1.679510 -0.390222  -0.94
H7 2.974506 2.164490 -0.326854  0.49
H8 1.555173 2.340987 -0.562367  0.48
O5 -2.452302 1.917335 0.890192  -0.98
H9 -1.628558 1.418276 1.189459  0.49
H10 -2.389026 2.631081 1.522557  0.48
O6 2.640773 -0.386374 -2.149361  -0.93
H11 2.392721 0.307498 -1.612273  0.48
H12 3.135766 -0.741785 -1.381468  0.46
O7 -0.115131 0.282960 0.872709  -1.02
H13 -0.698446 -0.025554 0.129408  0.52
H14 0.518949 0.988406 0.388852  0.50
O8 -3.533087 1.169819 -1.514561  -0.96
H15 -3.032932 1.437310 -0.790766  0.50
H16 -4.226874 0.707192 -1.393389  0.45
O9 0.444918 -2.006906 -2.862388  -1.01
H17 -0.045436 -1.681115 -2.038597  0.47
H18 1.354267 -1.543169 -2.702666  0.49

Cartesian forces (eV/Å) of the 6 atoms listed first:
O -0.367 0.559 -2.149
H -0.013 -1.109 1.897
H 0.217 0.558 0.270
O -1.062 -0.070 0.133
H 0.253 -0.252 0.316
H 0.318 0.550 -0.085

## Properties
Gap between HOMO and LUMO, eV: 9.81
Energy relative to the best compared isomer or geometry (same formula, charge and spin), kJ/mol: 403.26
HOMO energy, hartree: -0.3727
LUMO level, eV: -0.336

***

DFT (ωB97M-V/def2-TZVPD) results for a cluster of 9 separate species, H18O9 in total.

Each line ends with the natural charge from an NBO analysis.
Element x y z (Å)
O1 0.446016 -0.362393 -0.702188  -0.90
H1 -0.464089 -0.623285 -0.882839  0.41
H2 0.419822 0.601057 -0.710416  0.49
O2 -2.044750 2.317040 0.106978  -0.94
H3 -2.867345 2.794940 -0.047742  0.47
H4 -1.376465 2.850305 -0.338008  0.47
O3 -5.171690 -1.648012 0.513605  -0.96
H5 -4.784069 -1.848755 1.372931  0.47
H6 -4.585895 -2.083961 -0.115506  0.49
O4 0.948699 4.326935 0.240960  -0.94
H7 0.744578 4.689318 -0.628524  0.47
H8 1.909425 4.249534 0.243120  0.47
O5 1.877797 -1.928106 2.377463  -0.94
H9 2.612882 -1.436917 1.993570  0.48
H10 1.919917 -2.788785 1.945667  0.46
O6 2.179734 -0.303280 -1.414742  -0.94
H11 2.455673 -0.107596 -2.317269  0.45
H12 2.712222 -1.067593 -1.167213  0.48
O7 3.055604 -2.781813 -0.505903  -0.95
H13 3.227484 -3.502833 -1.122002  0.48
H14 2.095747 -2.771410 -0.418985  0.48
O8 -3.028181 -1.278499 -0.611220  -0.94
H15 -3.440267 -0.471073 -0.938691  0.49
H16 -2.099373 -1.181073 -0.849574  0.46
O9 1.316356 1.195361 1.133120  -0.94
H17 0.417032 1.060157 1.452378  0.48
H18 1.523138 2.100738 1.391042  0.46

Cartesian forces (eV/Å) of the 6 atoms listed first:
O -5.976 -0.771 1.590
H -0.380 0.165 0.320
H 0.264 -0.159 0.223
O -0.044 0.050 -0.227
H 0.017 -0.077 0.101
H 0.100 -0.020 0.169

## Properties
Gap between HOMO and LUMO, eV: 8.79
Energy relative to the best compared isomer or geometry (same formula, charge and spin), kJ/mol: 497.58
HOMO energy, hartree: -0.3165
LUMO level, eV: 0.175

***

DFT (ωB97M-V/def2-TZVPD) results for a cluster of 9 separate species, H18O9 in total.

Each line ends with the natural charge from an NBO analysis.
Element x y z (Å)
O1 0.267160 -0.441543 -2.612217  -0.98
H1 0.879627 0.292291 -2.496849  0.49
H2 -0.269593 -0.658672 -1.841738  0.49
O2 2.183967 -0.405623 2.142872  -0.95
H3 1.816428 0.459289 1.911816  0.48
H4 2.176142 -0.882016 1.304949  0.46
O3 0.510449 1.006065 3.677916  -0.97
H5 0.382247 0.060535 3.539853  0.49
H6 1.219397 1.105105 4.328297  0.48
O4 -0.376137 -3.227965 0.027642  -0.93
H7 -0.397448 -4.186974 -0.070518  0.47
H8 -0.091803 -3.164746 0.947325  0.47
O5 3.330771 0.284196 -1.197161  -0.95
H9 3.010726 0.742908 -0.411890  0.48
H10 2.839945 -0.543108 -1.254319  0.47
O6 -3.206321 -1.097727 1.006645  -0.97
H11 -4.120917 -0.859057 1.169391  0.47
H12 -2.743338 -0.327056 0.641221  0.49
O7 1.595794 2.849706 1.034245  -0.99
H13 1.405364 3.600853 0.474622  0.49
H14 0.959778 2.623733 1.719222  0.50
O8 -2.170743 1.290025 -0.283444  -0.95
H15 -1.342837 1.620999 0.105161  0.47
H16 -1.967880 1.516461 -1.202806  0.49
O9 -2.155060 -0.244574 -3.968614  -0.96
H17 -2.400643 -1.024230 -3.465235  0.47
H18 -1.193594 -0.289417 -4.069029  0.49

Cartesian forces (eV/Å) of the 6 atoms listed first:
O 0.201 -0.420 -0.662
H -0.237 -0.085 0.618
H 0.391 0.472 0.192
O -0.106 -0.055 -0.550
H 0.119 -0.050 0.264
H 0.164 -0.157 0.109

## Properties
Gap between HOMO and LUMO, eV: 10.78
Energy relative to the best compared isomer or geometry (same formula, charge and spin), kJ/mol: 256.64
HOMO energy, hartree: -0.4024
LUMO level, eV: -0.167

***

DFT (ωB97M-V/def2-TZVPD) results for a cluster of 9 separate species, H18O9 in total.

Each line ends with the natural charge from an NBO analysis.
Element x y z (Å)
O1 4.028185 -10.954168 -1.263527  -0.94
H1 4.805790 -10.507497 -1.566052  0.47
H2 3.418947 -10.221956 -1.185076  0.47
O2 9.962203 -8.462372 0.093057  -0.98
H3 10.340825 -9.056665 0.755614  0.48
H4 9.954987 -8.935677 -0.743119  0.50
O3 5.654377 -8.998349 -2.986183  -0.98
H5 5.993368 -8.680639 -2.130150  0.48
H6 4.703191 -8.829816 -2.848454  0.49
O4 4.969988 -5.838587 -3.823517  -0.98
H7 4.939305 -6.822743 -3.810859  0.50
H8 5.100678 -5.588852 -4.738510  0.49
O5 7.596276 -7.342840 -1.758549  -0.97
H9 8.261150 -6.897949 -1.267198  0.49
H10 7.261320 -6.650492 -2.334586  0.49
O6 8.787140 -10.364876 -1.621771  -0.95
H11 8.427293 -9.777996 -2.297869  0.48
H12 8.031632 -10.497489 -1.068663  0.48
O7 6.462725 -8.500016 0.537837  -0.98
H13 7.322319 -8.196269 0.275820  0.49
H14 6.360500 -8.498009 1.499667  0.48
O8 2.959342 -8.223504 -2.201571  -0.99
H15 3.205096 -7.477664 -1.644994  0.50
H16 2.005330 -8.161439 -2.380507  0.49
O9 4.881013 -5.667059 -0.967529  -0.96
H17 5.500138 -6.370566 -0.730321  0.47
H18 5.169669 -5.521450 -1.880541  0.48

Cartesian forces (eV/Å) of the 6 atoms listed first:
O -0.507 -0.505 0.368
H 0.955 0.120 -0.432
H -0.484 0.224 0.064
O 0.065 0.583 0.551
H -0.132 0.113 -0.399
H -0.130 -0.565 0.008

## Properties
Gap between HOMO and LUMO, eV: 10.97
Energy relative to the best compared isomer or geometry (same formula, charge and spin), kJ/mol: 168.66
HOMO energy, hartree: -0.3984
LUMO level, eV: 0.130

***

DFT (ωB97M-V/def2-TZVPD) results for a structure of composition H18O9.

Each line ends with the natural charge from an NBO analysis.
Element x y z (Å)
O1 0.183991 -0.453256 -3.009968  -0.97
H1 0.907291 -0.244086 -3.601008  0.50
H2 0.607371 -0.663936 -2.177748  0.52
O2 -1.821769 -0.894086 -2.040218  -0.99
H3 -1.148799 -0.456396 -2.561528  0.48
H4 -1.552449 -1.812456 -2.022968  0.47
O3 1.488601 1.703324 0.198992  -0.98
H5 0.849331 1.037854 0.453382  0.47
H6 2.226181 1.205274 -0.153368  0.45
O4 -1.241859 1.799824 -1.624028  -0.94
H7 -1.845449 1.132264 -1.298028  0.46
H8 -0.708499 1.343774 -2.274998  0.48
O5 0.074761 0.727884 2.605322  -0.92
H9 -0.590289 0.381434 3.200222  0.43
H10 -0.368589 0.789084 1.759192  0.44
O6 0.301811 -1.214126 1.458862  -0.81
H11 -0.154429 -1.978546 1.107082  0.50
H12 -0.315499 -0.832326 2.082862  0.51
O7 0.431741 -0.178116 -0.397278  -1.00
H13 -0.477659 -0.014076 -0.646888  0.46
H14 0.372441 -0.612246 0.453752  0.44
O8 2.230631 -2.100826 1.935152  -0.99
H15 1.410101 -1.672616 1.691032  0.44
H16 2.266741 -2.024526 2.888622  0.45
O9 -0.815909 1.593454 0.965272  -0.89
H17 -0.853059 2.412074 0.470582  0.55
H18 -1.456749 1.025364 0.537702  0.46

Cartesian forces (eV/Å) of the 6 atoms listed first:
O 2.091 0.362 -1.801
H 0.077 0.185 -0.427
H 0.429 0.006 1.170
O -2.483 -0.446 1.646
H -0.222 -0.149 -0.736
H -0.066 -0.165 -0.088

## Properties
Gap between HOMO and LUMO, eV: 9.17
Energy relative to the best compared isomer or geometry (same formula, charge and spin), kJ/mol: 888.29
HOMO energy, hartree: -0.3504
LUMO level, eV: -0.364

***

DFT (ωB97M-V/def2-TZVPD) results for a cluster of 9 separate species, H18O9 in total.

Each line ends with the natural charge from an NBO analysis.
Element x y z (Å)
O1 -0.064482 -1.467680 -0.884142  -0.93
H1 -0.620580 -0.838003 -0.411646  0.45
H2 0.733441 -1.525342 -0.346570  0.48
O2 2.033504 1.686311 1.196517  -0.94
H3 2.786141 1.685100 0.594416  0.47
H4 1.351832 2.172250 0.718840  0.47
O3 -0.431988 3.942118 -0.580188  -0.93
H5 0.043422 4.285737 0.184600  0.48
H6 -1.150708 3.426528 -0.197307  0.46
O4 1.043106 -3.441127 1.517867  -0.94
H7 1.559974 -4.228345 1.723109  0.45
H8 0.875489 -3.039801 2.378002  0.47
O5 0.939615 0.579163 -1.326690  -0.94
H9 1.573233 0.520950 -2.050657  0.47
H10 0.377472 1.324498 -1.566399  0.47
O6 -3.236370 2.397834 1.730980  -0.92
H11 -2.635729 2.613223 1.008603  0.45
H12 -3.257245 1.434254 1.739213  0.47
O7 0.280625 -1.496514 1.848887  -0.93
H13 1.151999 -1.173417 2.104438  0.48
H14 -0.316386 -1.091558 2.488089  0.47
O8 4.095669 -0.286216 -1.759885  -0.93
H15 3.319396 -0.262278 -1.189081  0.47
H16 4.127431 0.594742 -2.149621  0.46
O9 -4.827954 -2.096374 -1.939039  -0.94
H17 -3.979185 -1.790761 -2.278424  0.47
H18 -4.593796 -2.647897 -1.184068  0.47

Cartesian forces (eV/Å) of the 6 atoms listed first:
O -0.881 -1.389 -0.098
H 0.390 -0.263 -0.037
H -0.433 -0.113 0.047
O 0.121 0.215 0.231
H -0.119 -0.034 0.053
H 0.075 -0.237 -0.110

## Properties
Gap between HOMO and LUMO, eV: 9.27
Energy relative to the best compared isomer or geometry (same formula, charge and spin), kJ/mol: 437.06
HOMO energy, hartree: -0.3549
LUMO level, eV: -0.386

***

DFT (ωB97M-V/def2-TZVPD) results for a cluster of 9 separate species, H18O9 in total.

Each line ends with the natural charge from an NBO analysis.
Element x y z (Å)
O1 -0.575004 -1.189834 -1.145639  -0.94
H1 -0.783134 -1.473790 -0.248399  0.48
H2 -0.266456 -0.282965 -1.038981  0.48
O2 -1.633727 1.014203 3.810607  -0.94
H3 -2.026442 1.100790 2.934670  0.48
H4 -1.552818 0.062287 3.938280  0.46
O3 -3.767551 -2.544817 0.736627  -0.95
H5 -4.066317 -2.722556 -0.162338  0.48
H6 -4.114131 -1.666383 0.929566  0.47
O4 -2.538629 -1.032346 -2.530717  -0.96
H7 -2.478609 -1.258767 -3.465662  0.46
H8 -1.668702 -0.675043 -2.319643  0.48
O5 1.550304 -0.262318 -0.898432  -0.98
H9 1.076143 -0.924693 -0.383243  0.48
H10 2.256431 -0.759474 -1.326463  0.50
O6 0.353194 2.740920 -2.515383  -0.94
H11 0.745363 2.442687 -3.343785  0.47
H12 0.717240 2.141351 -1.854340  0.47
O7 3.642677 -2.227930 1.978804  -0.93
H13 4.000880 -1.341244 2.099085  0.47
H14 2.730501 -2.155418 2.281570  0.46
O8 2.991108 1.921889 -0.253296  -0.96
H15 2.698089 1.040204 0.003145  0.48
H16 3.448529 2.253372 0.527648  0.47
O9 -0.604966 2.009172 0.896501  -0.94
H17 -0.007252 1.290247 1.130749  0.46
H18 -0.126722 2.500457 0.219070  0.48

Cartesian forces (eV/Å) of the 6 atoms listed first:
O 0.040 -0.392 1.145
H -0.782 -0.192 -0.123
H -0.289 0.108 -0.238
O 0.055 -0.290 -0.119
H 0.045 0.209 -0.016
H -0.064 0.088 0.103

## Properties
Gap between HOMO and LUMO, eV: 10.23
Energy relative to the best compared isomer or geometry (same formula, charge and spin), kJ/mol: 350.15
HOMO energy, hartree: -0.3948
LUMO level, eV: -0.517